Entry from the OMol25 dataset: an isolated ion of composition C5H9N2S2 and charge +1 in a non-equilibrium geometry (ωB97M-V/def2-TZVPD).

As for the spin multiplicity: 1. The value obtained for the HOMO-LUMO gap is 7.7 eV. Its total charge is +1. The maximum force is 0.099 Eh/bohr.

CARTESIAN COORDINATES (ANGSTROEM)
C  2.47  -0.83  0.00
C  1.88  0.55  0.04
N  0.38  0.77  0.10
C  -0.06  2.03  0.40
S  -1.95  1.89  0.44
C  -2.24  0.01  0.28
S  -2.38  -0.94  1.93
C  -0.66  -0.33  -0.16
N  -0.81  -0.40  -1.68
H  1.98  -1.76  -0.55
H  3.46  -1.02  0.59
H  2.62  1.45  0.08
H  0.51  3.03  0.61
H  -3.06  -0.25  -0.55
H  -1.11  -1.41  2.31
H  -0.27  -1.39  0.16
H  0.03  0.03  -2.13
H  -0.80  -1.43  -1.89


Entry from the OMol25 dataset: C5H9N3 as an isolated structure in a non-equilibrium geometry (ωB97M-V/def2-TZVPD).

As for the spin multiplicity: 1. The value obtained for the HOMO-LUMO gap is 7.8 eV. The maximum force is 0.091 Eh/bohr.

CARTESIAN COORDINATES (ANGSTROEM)
C  -0.94  0.22  1.85
C  -1.31  0.08  -0.59
C  -0.43  0.22  0.42
N  1.41  1.01  -1.01
C  0.66  -1.37  -0.17
C  1.03  0.39  0.21
N  -2.10  -0.14  -1.48
N  0.82  -1.81  -1.34
H  -2.55  0.64  -1.95
H  1.11  1.98  -1.09
H  2.40  0.89  -1.21
H  0.68  -1.12  -2.06
H  0.78  -2.05  0.66
H  1.64  0.39  1.11
H  -0.34  -0.43  2.49
H  -0.88  1.23  2.25
H  -1.98  -0.12  1.90


Entry from the OMol25 dataset: C5H9N3 in the gas phase in a non-equilibrium geometry (ωB97M-V/def2-TZVPD).

The SMILES is C1=NN[C@@H]2C[C@H]2NC1. As for the spin multiplicity: 1. The value obtained for the HOMO-LUMO gap is 9.7 eV. The maximum force is 0.075 Eh/bohr.

CARTESIAN COORDINATES (ANGSTROEM)
C  1.70  0.38  -0.09
N  1.24  1.55  0.03
N  -0.06  1.79  0.28
C  -0.79  0.65  -0.26
C  -2.16  0.04  -0.06
C  -0.85  -0.50  0.54
N  -0.05  -1.56  0.00
C  1.42  -1.19  0.13
H  2.81  0.49  -0.18
H  -0.26  2.68  -0.13
H  -0.43  0.32  -1.18
H  -2.85  -0.18  -0.89
H  -2.66  0.60  0.74
H  -0.55  -0.35  1.57
H  -0.23  -1.69  -0.98
H  1.95  -1.57  -0.73
H  1.78  -1.46  1.17